Entry 1:
{
  "formula": "C4H18Li3N2O6",
  "method": "ωB97M-V/def2-TZVPD",
  "charge": 1,
  "total_energy_ev": -20310.2120,
  "elements": ["Li", "H", "O", "Li", "H", "O", "H", "H", "H", "N", "H", "H", "N", "H", "H", "C", "H", "H", "H", "C", "C", "H", "C", "H", "H", "O", "H", "H", "H", "Li", "O", "O", "O"],
  "xyz": [[-0.577, -2.187, -0.874], [0.973, 2.175, -3.919], [1.216, 0.405, -1.612], [-1.600, -1.160, 0.686], [-3.094, -0.640, -0.510], [1.394, -2.538, 1.051], [0.776, -2.097, 0.469], [-0.585, 1.076, 2.045], [0.171, 2.500, -0.171], [-0.021, 0.246, 1.939], [0.376, 3.407, -2.855], [-1.512, -3.220, 0.637], [1.466, -1.003, 2.731], [-0.806, 1.072, -0.117], [1.035, -3.419, 1.160], [0.308, 1.341, -2.020], [-2.891, 0.715, 0.133], [1.829, -1.444, 3.564], [-0.369, 0.772, -2.657], [-0.433, 1.840, -0.794], [0.933, 2.470, -2.870], [-0.324, -0.161, 0.053], [0.578, -0.134, 3.006], [-1.338, 2.416, -0.988], [1.435, -1.396, 1.801], [-0.050, -1.099, 0.039], [1.728, 0.180, -2.393], [0.059, -0.162, 1.018], [1.879, 2.676, -2.369], [1.300, -0.307, -0.419], [0.441, 0.319, 4.150], [-1.818, -2.499, 0.053], [-2.483, -0.145, 0.036]],
  "forces_ev_per_angstrom": [[-0.3, -2.8, -4.0], [0.6, 0.0, 0.1], [2.3, 2.7, -6.4], [1.4, -0.3, 5.2], [-0.4, -0.6, -0.2], [1.4, -4.3, -2.4], [0.0, -0.3, 0.4], [0.1, 0.0, 0.2], [0.4, 0.0, -0.1], [-4.7, 5.0, -2.6], [-0.3, -0.2, 0.2], [-0.9, 0.1, -0.5], [3.1, -1.4, 1.2], [0.1, 0.6, -0.6], [0.3, -0.6, 0.4], [-3.2, 2.2, -1.5], [-0.2, 0.3, 0.1], [0.4, -0.4, -0.5], [-0.6, 0.3, -0.1], [-0.1, 0.8, 0.7], [-0.3, -0.4, 0.9], [-0.9, -1.1, -3.1], [1.3, 1.4, 6.0], [0.1, 0.0, -0.6], [0.9, -0.2, 2.0], [1.1, 4.0, -1.9], [0.5, -0.1, -0.2], [1.4, 0.4, 4.4], [0.4, 0.2, -0.6], [3.4, -3.4, 6.4], [-1.0, 0.2, -0.8], [-2.7, -6.1, 0.0], [-3.4, 3.8, -2.0]],
  "nbo_charge": [0.9396, 0.2351, -0.8156, 0.8872, 0.5309, -0.9334, 0.4531, 0.3937, 0.2422, -0.8870, 0.2499, 0.4616, -0.8234, 0.1667, 0.4977, 0.0847, 0.5111, 0.4111, 0.1714, -0.6226, -0.6470, 0.4575, 0.7358, 0.2529, 0.3757, -1.2761, 0.5180, 0.3257, 0.2283, 0.9264, -0.6744, -1.3772, -0.9995]
}

Entry 2:
{
  "formula": "C4H18N2O6",
  "method": "ωB97M-V/def2-TZVPD",
  "smiles": "CNC(=O)CNCO.O.O.O.O",
  "total_energy_ev": -19702.0651,
  "elements": ["H", "C", "H", "O", "H", "H", "H", "H", "H", "H", "H", "O", "H", "C", "C", "H", "H", "O", "H", "N", "H", "O", "O", "H", "H", "O", "N", "H", "C", "H"],
  "xyz": [[1.031, 1.174, -1.254], [-0.921, 0.525, 0.144], [2.007, -0.971, -2.057], [-1.361, -3.117, -0.662], [-0.605, -3.755, -0.620], [0.375, -1.156, 2.681], [-1.157, 0.094, -0.904], [-3.027, 1.194, -1.042], [-1.775, 0.648, 2.596], [2.548, 2.423, 0.528], [0.792, 2.853, -1.210], [1.851, -1.692, -2.537], [1.976, -1.245, -3.483], [0.868, 2.053, -0.585], [-1.526, -0.397, 2.769], [-1.456, -0.663, 3.908], [-1.883, 0.628, 0.561], [3.486, -0.270, -0.888], [2.989, 0.333, -0.394], [-0.331, 1.956, 0.255], [3.330, -1.254, -0.599], [0.800, -1.136, 0.070], [1.874, 1.843, 0.264], [-2.392, -0.997, 2.435], [-2.130, -3.486, -0.215], [-2.680, 1.471, -1.907], [-0.358, -0.836, 2.081], [-2.166, 2.216, -1.954], [-0.075, -0.673, 0.787], [-0.083, 2.239, 1.233]],
  "forces_ev_per_angstrom": [[-1.4, 0.4, 0.0], [0.7, -0.8, -0.9], [1.0, 4.6, 3.9], [0.7, -0.4, 0.0], [-1.2, 0.8, 0.1], [0.4, -0.6, -0.1], [1.0, 1.6, 1.4], [0.7, 1.1, -0.6], [0.2, 0.1, 0.4], [0.9, 2.0, -0.1], [0.6, 3.0, -1.2], [-0.8, -3.0, -7.0], [-0.4, -1.9, 2.8], [-1.8, -3.4, 0.4], [-1.4, -0.9, 1.8], [0.2, 0.8, -2.2], [-1.1, -0.2, 0.8], [1.6, -4.0, -1.0], [-1.5, 1.0, 1.7], [-1.2, -2.1, -1.2], [0.1, 3.3, -0.5], [-0.2, -0.4, 1.7], [3.0, -1.6, 2.1], [0.1, 0.3, 0.1], [0.3, -0.4, 0.0], [-2.8, -3.5, -0.7], [1.4, -0.9, 1.2], [1.7, 2.7, 0.9], [-0.5, 3.3, -2.6], [-0.3, -0.8, -1.3]],
  "nbo_charge": [0.1753, -0.3505, 0.4671, -0.9491, 0.4868, 0.3986, 0.2637, 0.4811, 0.1970, 0.4966, 0.1626, -0.9235, 0.4506, 0.0875, -0.4113, 0.2170, 0.1706, -0.9830, 0.4846, -0.6550, 0.4988, -0.6224, -0.7600, 0.1966, 0.4657, -0.9534, -0.6343, 0.4784, 0.6912, 0.3728]
}

Entry 3:
{
  "formula": "C4H18N3O3",
  "method": "ωB97M-V/def2-TZVPD",
  "charge": 1,
  "total_energy_ev": -15045.4440,
  "elements": ["O", "H", "H", "N", "H", "O", "H", "C", "H", "C", "H", "H", "H", "N", "C", "H", "H", "H", "H", "O", "H", "H", "C", "H", "H", "H", "H", "N"],
  "xyz": [[1.380, -2.314, 3.027], [0.791, -3.417, -2.419], [0.421, 3.566, 0.846], [0.975, 1.685, 0.105], [-0.522, 3.635, -1.425], [-0.864, -4.411, -0.040], [-1.958, 5.232, -0.626], [-1.907, 4.273, -0.020], [1.650, -1.989, 3.891], [0.622, 0.428, -0.168], [1.991, 1.816, 0.065], [-0.442, -2.993, -2.978], [2.270, -2.535, 2.590], [1.237, -0.422, -1.006], [-1.068, 3.034, -0.631], [-1.368, 4.366, 0.956], [-1.425, -0.416, -0.111], [-1.705, 2.325, -1.068], [-0.008, -4.698, -0.369], [0.247, -2.713, -2.264], [-0.671, 2.136, 1.365], [-2.998, 4.259, 0.358], [-0.092, 2.591, 0.476], [-0.829, -4.523, 0.917], [0.995, -1.424, -1.174], [-0.626, -0.283, 1.275], [1.854, -0.094, -1.690], [-0.620, -0.037, 0.311]],
  "forces_ev_per_angstrom": [[2.1, -0.4, -1.2], [3.0, -2.9, -0.1], [-0.8, -1.8, -0.5], [0.7, -2.7, -0.6], [-0.2, -1.5, 0.6], [-0.1, 0.1, 0.1], [0.9, -1.3, 0.6], [-0.8, 0.3, 1.6], [-0.1, 0.0, 0.2], [-2.6, -2.4, -1.6], [-0.8, 0.9, 0.0], [1.1, 1.4, 2.0], [-2.0, 0.4, 1.0], [-0.5, 0.1, 1.2], [0.4, 3.9, 0.0], [-0.5, 1.1, -0.8], [-0.1, -0.6, -1.6], [-0.6, -1.3, -0.5], [0.0, -0.1, 0.2], [-3.9, 1.4, -2.0], [1.0, 1.0, -1.4], [1.5, -1.2, -0.9], [-0.3, 2.2, 2.2], [0.0, -0.1, -0.1], [-0.6, 1.2, 0.6], [0.1, 0.3, 1.0], [1.3, 0.9, -0.9], [1.9, 1.0, 1.2]],
  "nbo_charge": [-0.9499, 0.4683, 0.2359, -0.5526, 0.2242, -0.9403, 0.2362, -0.6334, 0.4779, 0.7073, 0.4362, 0.5045, 0.4728, -0.7359, -0.4316, 0.2003, 0.4329, 0.2199, 0.4623, -0.9496, 0.2323, 0.2349, -0.2393, 0.4781, 0.4702, 0.4133, 0.4029, -0.8780]
}

Entry 4:
{
  "formula": "C4H18N3O4",
  "method": "ωB97M-V/def2-TZVPD",
  "charge": -1,
  "total_energy_ev": -17099.7040,
  "elements": ["H", "N", "H", "H", "C", "H", "H", "H", "O", "H", "H", "H", "H", "N", "N", "H", "C", "H", "H", "H", "H", "O", "O", "H", "C", "C", "O", "H", "H"],
  "xyz": [[-1.511, 2.229, -2.428], [0.079, 1.987, -1.203], [0.112, -0.020, 0.597], [0.628, -2.676, 0.915], [1.057, 0.062, 0.038], [3.313, 0.246, 1.931], [2.064, -1.322, -1.197], [-1.330, -0.946, 2.686], [2.864, 0.520, 2.733], [-2.629, -0.197, 2.198], [-2.480, 0.962, -0.047], [2.053, 1.853, -0.851], [1.415, 0.540, -1.991], [-0.611, -2.228, -0.672], [1.614, -1.250, -0.294], [-0.304, 2.281, -0.299], [1.253, 1.124, -1.061], [1.716, 0.456, 0.920], [-0.562, -2.166, -1.689], [2.596, 1.460, 2.704], [-0.650, 0.691, -2.829], [-2.285, -0.998, 2.628], [-2.805, 1.160, 0.925], [1.161, -3.393, -0.585], [-1.080, 1.347, -1.953], [0.800, -2.435, -0.192], [-1.825, 0.497, -1.273], [-3.686, 1.516, 0.765], [-0.965, -1.299, -0.476]],
  "forces_ev_per_angstrom": [[-1.0, 0.2, -0.1], [-0.3, -0.2, -1.2], [-0.2, 0.1, -1.2], [0.5, 0.4, -1.1], [2.8, 0.5, 2.8], [-0.1, 0.4, -0.2], [0.0, 0.8, 0.0], [0.0, 0.3, -0.2], [0.0, 0.5, 1.1], [0.5, 0.2, -0.5], [0.6, -0.4, -0.1], [0.4, -0.9, 0.0], [0.0, 0.8, 0.1], [1.1, -1.1, -0.9], [1.2, -1.3, -0.8], [0.3, -0.3, -0.2], [-1.9, 0.1, 0.4], [-1.2, -0.6, -1.5], [-0.1, -0.2, -0.1], [0.4, -0.9, -0.5], [0.2, 1.5, 0.7], [-0.3, -0.6, 0.6], [-0.6, 0.4, 0.0], [0.5, 0.7, -0.5], [2.0, -1.1, -1.2], [-3.4, 0.6, 2.8], [-1.3, -0.1, 1.0], [0.1, 0.0, 0.3], [-0.1, 0.3, 0.4]],
  "nbo_charge": [0.0982, -0.6958, 0.2244, 0.1512, -0.2551, 0.4830, 0.3466, 0.4593, -0.9503, 0.5108, 0.5038, 0.1776, 0.1809, -0.8700, -0.6764, 0.3510, -0.2288, 0.1582, 0.3286, 0.4767, 0.0733, -0.9907, -1.0549, 0.1838, 0.1424, -0.0592, -0.9185, 0.4467, 0.4031]
}

Entry 5:
{
  "formula": "C4H19B2NOSn",
  "method": "ωB97M-V/def2-TZVPD",
  "total_energy_ev": -15171.9801,
  "elements": ["N", "H", "H", "O", "H", "Sn", "H", "H", "H", "B", "C", "H", "H", "H", "H", "H", "B", "C", "H", "C", "H", "H", "C", "H", "H", "H", "H", "H"],
  "xyz": [[-1.148, 0.556, -1.079], [-1.700, 0.772, -1.905], [-1.936, 3.844, 1.188], [0.605, -1.199, 0.417], [3.744, 1.969, 1.224], [1.126, 1.833, 0.698], [-1.968, -0.667, 0.423], [0.187, -1.806, -1.490], [1.464, -3.050, 0.591], [-1.791, 2.851, 0.578], [1.763, -2.008, 0.430], [-2.609, -0.986, -2.527], [-1.436, 1.349, -0.500], [-2.778, 2.504, 0.046], [-3.505, -0.654, -1.124], [2.466, -1.882, -0.394], [3.929, 0.784, 1.281], [-0.351, -1.675, -0.547], [4.821, 0.435, 0.603], [-1.568, -0.747, -0.591], [2.318, -1.809, 1.347], [-2.943, -2.342, -1.389], [-2.688, -1.290, -1.482], [2.886, 0.305, 0.880], [-1.382, 2.054, 1.384], [4.149, 0.466, 2.390], [-0.978, 3.044, -0.281], [-0.675, -2.652, -0.171]],
  "forces_ev_per_angstrom": [[0.1, 0.9, -0.1], [0.5, -0.1, -0.4], [-0.1, 0.7, 0.4], [-0.1, 0.9, -0.4], [-0.2, 1.2, -0.1], [-0.2, -1.1, -0.3], [0.2, 0.0, 0.1], [-0.4, 0.2, -0.3], [0.0, -0.1, -0.6], [0.2, 1.0, 0.5], [0.3, -0.7, 1.5], [0.5, -0.4, -0.1], [-0.1, -0.8, 0.2], [-0.7, -0.5, -0.2], [-0.6, -0.6, -0.2], [-0.4, 0.1, -0.3], [-0.1, 0.4, 0.2], [0.0, -0.1, 0.9], [0.3, -0.1, -0.8], [1.1, -0.8, -0.5], [0.0, 0.5, -0.1], [0.1, 0.0, 0.1], [-0.6, 1.3, 0.5], [-1.2, -0.5, -0.4], [0.7, -1.1, 0.5], [-0.3, -0.2, 0.9], [1.1, 0.2, -0.6], [0.0, -0.1, -0.3]],
  "nbo_charge": [-0.8972, 0.3747, 0.0232, -0.5738, -0.0703, 1.5858, 0.2033, 0.1802, 0.1762, -0.7594, -0.2680, 0.2075, 0.4373, 0.0189, 0.2240, 0.1880, -0.6559, -0.0558, 0.0210, -0.0843, 0.2114, 0.2232, -0.6263, -0.1423, -0.0609, 0.0096, -0.0627, 0.1725]
}

Entry 6:
{
  "formula": "C4H19CdNO5",
  "method": "ωB97M-V/def2-TZVPD",
  "charge": 2,
  "total_energy_ev": -20727.6768,
  "elements": ["H", "H", "O", "H", "H", "H", "H", "O", "H", "H", "C", "H", "C", "H", "O", "H", "O", "H", "O", "H", "H", "H", "H", "H", "N", "C", "Cd", "C", "H", "H"],
  "xyz": [[2.043, 1.490, -3.888], [2.716, -0.193, 1.001], [-2.608, -0.614, -3.887], [1.533, 1.707, 1.700], [-2.392, 4.588, -2.178], [-2.104, -1.294, -4.335], [1.024, -2.095, 2.485], [-1.476, 4.309, -2.162], [3.487, -1.000, 2.924], [0.488, 0.724, 2.550], [2.873, -0.100, 2.971], [2.537, 0.115, -3.488], [1.913, -0.236, 1.737], [2.274, -0.190, 3.877], [0.105, -1.594, 0.727], [-1.400, -2.757, -0.112], [1.860, 0.763, -3.292], [-0.977, 5.126, -2.147], [-4.320, 1.049, 0.398], [2.103, -2.167, 1.076], [-4.602, 1.004, 1.311], [0.190, -3.626, 0.021], [-0.777, -3.313, 1.409], [-5.114, 0.873, -0.107], [0.955, 0.878, 1.668], [-0.477, -2.881, 0.454], [-1.085, 1.017, -1.117], [1.268, -1.632, 1.529], [-3.510, -0.757, -4.175], [3.473, 0.806, 3.051]],
  "forces_ev_per_angstrom": [[0.0, 0.3, -0.2], [-0.7, 0.7, -1.0], [0.4, 0.4, 0.7], [-0.4, 0.6, 0.0], [-0.4, 0.1, 0.0], [0.2, -0.2, -0.2], [-0.1, -0.1, 0.2], [0.0, -0.9, 0.2], [0.4, 0.2, 0.1], [-1.0, 0.9, 0.2], [-1.7, -1.1, 0.6], [0.2, -0.3, 0.0], [1.4, 0.1, -1.0], [0.1, 0.1, 0.3], [0.0, 0.4, -1.0], [0.3, 0.2, -0.2], [-0.6, 0.1, 0.5], [0.3, 0.2, 0.0], [0.7, 0.0, -0.4], [-0.4, -0.7, -0.2], [0.0, 0.0, 0.4], [0.2, 0.4, -0.4], [-0.1, 0.0, 0.2], [-0.3, 0.0, -0.2], [0.8, -1.1, -0.4], [-0.2, -0.3, 1.1], [0.6, -0.2, 0.8], [0.4, 0.3, 0.7], [-0.4, 0.0, 0.0], [-0.1, -0.1, -0.5]],
  "nbo_charge": [0.4919, 0.2106, -0.9772, 0.3981, 0.4933, 0.4938, 0.1882, -0.9772, 0.2489, 0.3932, -0.6119, 0.4957, -0.0932, 0.2154, -0.5574, 0.1940, -0.9780, 0.5029, -0.9790, 0.1977, 0.4984, 0.2027, 0.1962, 0.4939, -0.7197, -0.2626, 1.5738, -0.0772, 0.4995, 0.2452]
}

E_LUMO, respectively: -3.8 0.5 -2.9 3.3 -2.6 -12.0 eV.
HOMO level, respectively: -11.758 -8.696 -13.999 -4.005 -9.966 -16.341 eV.
Energy above the lowest of the compared OMol25 structures with the same formula, charge and spin, respectively: 246.6 97.5 56.5 0.0 25.1 140.9 kcal/mol.